The following is a quantum chemistry calculation of 11 unconnected molecules or ions with the total composition C32H64Cl8O17, from the Open Molecules 2025 dataset.

```
121
Properties=species:S:1:pos:R:3:forces:R:3
C -1.67521 2.94328 4.20967 -0.2 0.4 0.0
Cl -0.01257 3.02817 4.72572 0.9 -0.1 0.1
Cl -2.74996 3.08779 5.62145 -0.1 -0.2 -0.4
H -1.83740 3.81036 3.56939 -0.2 -0.3 0.1
H -1.81774 2.00740 3.66937 -0.3 0.2 0.2
C -1.49973 7.74458 -2.31170 0.3 1.0 0.5
Cl -3.15703 7.23860 -2.42895 -0.4 -0.3 0.1
Cl -0.53533 7.12361 -3.65570 0.3 0.0 0.0
H -1.47405 8.83395 -2.33848 0.0 -0.1 -0.4
H -1.04055 7.48678 -1.35734 -0.2 -0.5 -0.2
C -4.15372 4.43405 1.02219 0.1 -0.3 -1.0
Cl -4.36544 3.75391 2.60062 -0.3 -0.2 0.5
Cl -2.77815 5.56039 0.97449 -0.3 0.3 0.1
H -3.89882 3.64104 0.31915 0.0 0.1 0.3
H -5.07758 4.90887 0.69183 0.3 0.3 0.2
C -3.32016 0.22393 -1.44916 -0.4 -0.9 0.7
Cl -2.04850 0.57203 -2.57465 0.9 0.2 -0.8
Cl -4.24296 1.66294 -1.12261 -0.5 0.3 0.2
H -3.99946 -0.53284 -1.84152 0.2 0.2 -0.2
H -2.85380 -0.15621 -0.54026 -0.1 0.3 0.0
C 4.78575 -5.01392 4.02147 0.8 -0.2 0.8
C 4.15844 -4.93652 2.64110 -0.9 -1.6 2.2
O 4.33246 -3.66845 2.15211 -0.5 2.7 -2.9
C 3.54167 -3.25315 1.09320 -1.1 -1.0 -0.3
O 2.50987 -3.82601 0.64575 4.0 2.4 1.6
O 4.15878 -2.08239 0.65088 -1.9 -1.1 -0.5
C 3.54690 -1.44512 -0.51165 -0.4 -0.8 -0.4
H 4.61147 -4.17005 4.68901 -0.1 0.2 -0.4
H 5.86381 -5.15827 3.95033 0.1 0.3 -0.1
H 4.47749 -5.88482 4.59992 -0.4 -0.2 -0.3
H 3.08549 -5.08411 2.76403 0.0 -0.6 -0.4
H 4.68003 -5.71574 2.08534 -0.5 0.1 -0.7
H 3.35718 -0.38066 -0.37375 0.3 -0.1 0.5
H 2.60954 -1.90255 -0.82823 -0.3 -0.2 0.8
H 4.13264 -1.61218 -1.41559 0.7 0.2 0.3
C -1.91417 -2.85432 -2.70727 -0.3 -1.5 -1.9
C -3.13627 -3.65887 -3.33440 0.0 0.8 0.9
O -2.73465 -4.40972 -4.52557 0.3 0.2 0.2
C -3.66106 -5.01894 -5.30021 -2.3 0.9 -0.2
O -4.87106 -5.06787 -5.06534 2.5 -0.1 -0.3
O -3.07211 -5.42374 -6.44508 0.5 0.0 0.5
C -3.87165 -6.00681 -7.50031 -0.8 -0.6 1.0
H -1.57595 -2.08600 -3.40254 0.1 -0.2 -0.2
H -1.16490 -3.64287 -2.63741 0.5 0.4 0.4
H -2.04481 -2.34261 -1.75376 -0.6 -0.6 0.1
H -3.93178 -2.94699 -3.55460 -0.1 -0.2 -0.5
H -3.52339 -4.33397 -2.57120 0.0 -0.2 -0.2
H -4.45521 -6.83866 -7.10588 -0.2 0.2 0.3
H -3.23715 -6.49578 -8.23951 0.4 0.8 0.1
H -4.57489 -5.26795 -7.88457 0.3 0.0 -0.2
C -0.28781 3.96077 -0.54338 0.4 -0.8 0.6
C 0.07183 3.53135 0.89363 0.0 1.2 0.6
O 0.67108 2.23885 0.99790 -1.1 -1.5 -0.7
C -0.22271 1.21238 0.93593 -0.5 -1.3 -0.1
O -1.45537 1.27298 0.97724 2.6 0.1 -0.2
O 0.50697 0.04543 0.81725 0.2 3.9 0.9
C -0.14124 -1.14635 0.61521 -1.0 -1.9 -0.5
H 0.62850 3.92531 -1.13263 0.0 0.0 -0.1
H -0.69024 4.97222 -0.59920 0.1 -0.2 0.2
H -1.00706 3.26049 -0.96811 -0.1 0.1 -0.1
H -0.73269 3.57064 1.62800 -0.3 0.1 -0.5
H 0.83426 4.19449 1.30235 0.1 0.0 -0.2
H -1.02931 -1.34163 1.21629 0.0 0.4 0.2
H 0.57322 -1.93715 0.84389 0.0 0.0 -0.2
H -0.43186 -1.19119 -0.43437 -0.1 -0.3 -0.1
O -3.26765 -2.79186 1.08880 -0.6 0.0 0.3
C -4.14895 -2.37241 1.81267 0.3 0.6 -0.3
O -5.35058 -2.94082 1.99043 -0.1 0.2 0.4
C -5.73537 -4.16708 1.35073 -0.5 0.0 -1.5
C -5.26341 -5.40656 2.04036 0.1 0.1 0.0
C -4.03823 -1.03114 2.58402 0.0 -1.6 -0.6
H -5.46396 -4.14301 0.29534 0.7 0.1 0.0
H -6.82011 -4.18777 1.24581 -0.1 0.5 0.8
H -5.47952 -5.28617 3.10192 0.5 -0.2 0.1
H -4.21682 -5.57398 1.78596 0.0 -0.1 0.6
H -5.84383 -6.26422 1.70033 0.0 0.0 -0.1
H -4.40656 -1.20973 3.59423 0.0 0.4 -0.1
H -4.64395 -0.30517 2.04165 0.0 0.1 0.3
H -2.98605 -0.74746 2.56057 -0.2 0.1 0.1
O 5.59690 2.32436 -1.68405 0.2 -0.6 2.0
C 5.73332 2.02753 -0.49535 -1.2 1.0 -1.7
O 5.14505 2.81366 0.48700 1.8 -2.0 -0.6
C 4.23976 3.79752 0.07835 -1.1 1.4 1.3
C 3.75729 4.45675 1.39942 0.0 -0.9 -0.4
C 6.43831 0.77225 -0.01495 -0.4 0.7 1.0
H 3.40937 3.29920 -0.42190 0.0 0.2 -0.4
H 4.66370 4.62234 -0.49439 0.3 -0.6 -0.6
H 3.29042 5.42717 1.23086 0.2 0.0 0.0
H 4.63059 4.50541 2.04986 -0.1 0.4 0.0
H 3.03676 3.80853 1.89819 0.0 0.1 0.0
H 6.26951 0.65329 1.05530 0.1 0.1 0.0
H 7.51194 0.85353 -0.18473 -0.1 -0.1 -0.2
H 6.00346 -0.11828 -0.46877 0.2 0.3 -0.4
O 0.66241 2.77308 -5.98815 -0.5 -0.2 1.6
C 0.11024 3.05067 -4.89779 2.0 1.2 3.2
O 0.64323 2.99422 -3.62317 -2.0 0.0 -3.7
C 1.93028 2.40488 -3.31359 1.3 -1.5 -0.9
C 1.83811 0.86487 -3.24695 -0.6 0.5 0.9
C -1.20575 3.80471 -4.91010 0.1 -1.4 -0.8
H 2.26552 2.88443 -2.39394 -0.4 -0.1 0.0
H 2.63793 2.68118 -4.09525 0.0 0.2 0.0
H 1.52371 0.40011 -4.18143 0.3 0.2 -0.2
H 1.09792 0.57040 -2.50297 -0.2 0.1 0.1
H 2.75430 0.41372 -2.86597 0.3 0.3 -0.4
H -1.78616 3.26204 -4.16396 -0.2 0.2 0.3
H -1.67444 3.65038 -5.88201 -0.1 0.4 0.0
H -1.00073 4.84397 -4.65317 0.0 0.0 0.0
O 3.28780 0.50284 5.13432 0.0 -0.1 2.6
C 3.02381 0.17151 4.03662 0.4 0.2 -1.7
O 2.48858 -1.05169 3.68792 0.9 1.9 -0.7
C 2.14020 -1.91599 4.72950 -2.2 -1.6 0.4
C 0.62469 -2.30045 4.48459 1.5 0.7 0.0
C 3.42105 1.14813 2.92288 -1.3 -1.6 -0.4
H 2.28079 -1.49719 5.72596 0.0 0.3 -0.2
H 2.70886 -2.84417 4.67285 0.4 0.2 -0.2
H 0.47423 -2.54210 3.43241 0.2 -0.1 0.0
H 0.04876 -1.39487 4.67515 -0.4 -0.3 0.3
H 0.34957 -3.17185 5.07878 -0.2 0.3 0.2
H 4.51067 1.17593 2.91457 -0.2 0.1 -0.2
H 2.98061 2.12557 3.11967 0.2 -0.2 0.3
H 2.97088 0.76712 2.00622 0.5 0.2 -0.4
```
Positions in Å, forces in eV/Å.

Values from the calculation:
- E_HOMO (alpha / beta): -0.4302 / -0.4302 Eh
- HOMO-LUMO gap (alpha / beta): 7.3 / 2.5 eV
- Spin multiplicity: 2
- Net charge: +1
- E_LUMO (alpha / beta): -4.46 / -9.23 eV
- E_tot: -169198.8491 eV

=====

The following is a quantum chemistry calculation of C2H2Cl2S2 in the gas phase, from the Open Molecules 2025 dataset.

```
8
Properties=species:S:1:pos:R:3:forces:R:3
C 0.28418 -0.48540 -0.14797 0.4 -1.0 0.5
C -0.07407 0.95156 -0.31334 -1.1 0.8 0.2
H -0.06819 -2.55438 1.15473 -2.4 2.4 -2.0
H 0.71690 1.38365 -0.85457 0.6 0.8 -0.9
S -1.06489 -1.49993 0.37415 3.0 -2.1 1.7
S 1.87516 -0.87516 -0.30389 -1.3 0.0 0.1
Cl -0.01706 1.75748 1.30017 -0.3 -0.3 -0.5
Cl -1.65203 1.32218 -1.20929 1.2 -0.5 0.8
```
Positions in Å, forces in eV/Å.

Values from the calculation:
- Structure (SMILES): S=C(S)C(Cl)Cl
- E_HOMO: -0.3468 Eh
- HOMO-LUMO gap: 8.2 eV
- E_LUMO: -1.27 eV
- E_tot: -48820.2176 eV

=====

Q: The lowest E_tot belongs to which entry?
A: C32H64Cl8O17

=====

Q: The lowest E_tot belongs to which entry?
A: C32H64Cl8O17

=====

Q: Which of these has the lowest E_tot?
A: C32H64Cl8O17